1.
122
Properties=species:S:1:pos:R:3:mulliken_charge:R:1 method="wB97M-V/def2-TZVPD" total_energy_ev=-100834.8525 total_charge=0
O 8.277 0.411 6.745 -0.511
C 7.949 0.638 5.601 0.165
O 7.927 1.879 5.053 -0.293
C 6.978 2.778 5.656 -0.768
C 5.740 2.902 4.789 0.381
C 4.680 3.823 5.391 -0.856
C 4.069 3.283 6.687 -0.693
B 3.173 2.022 6.412 0.161
O 3.203 0.901 7.237 -0.714
B 2.639 -0.252 6.721 0.633
O 1.930 -0.269 5.539 -0.541
B 2.430 0.748 4.734 0.902
O 2.352 2.016 5.284 -0.073
H 7.659 -0.172 4.919 0.414
H 6.693 2.433 6.646 0.455
H 7.468 3.742 5.740 0.261
H 6.062 3.384 3.871 0.043
H 5.330 1.935 4.491 0.044
H 3.895 3.953 4.652 0.350
H 5.138 4.799 5.548 0.464
H 3.417 4.054 7.103 0.305
H 4.821 3.011 7.423 0.267
H 2.775 -1.286 7.292 -0.163
H 2.978 0.534 3.708 -0.180
C 4.054 -5.368 10.566 -0.423
C 3.086 -6.228 10.067 -0.395
C 2.773 -6.214 8.717 -0.388
C 3.442 -5.336 7.885 0.052
C 4.404 -4.468 8.366 -0.265
C 4.710 -4.486 9.717 -0.481
N 3.126 -5.337 6.447 1.054
O 2.264 -6.100 6.065 -0.613
O 3.748 -4.583 5.731 -0.603
H 4.300 -5.385 11.620 0.374
H 2.575 -6.913 10.729 0.369
H 2.021 -6.881 8.324 0.445
H 4.916 -3.782 7.708 0.490
H 5.462 -3.814 10.107 0.384
C -3.272 -0.963 2.078 -0.402
C -2.896 -1.163 0.758 -0.133
C -1.563 -1.062 0.395 -0.541
C -0.625 -0.763 1.367 -0.171
C -0.982 -0.555 2.686 -0.168
C -2.318 -0.656 3.039 -0.660
N 0.791 -0.675 0.990 1.027
O 1.081 -0.847 -0.177 -0.614
O 1.597 -0.435 1.867 -0.564
H -4.314 -1.049 2.356 0.442
H -3.629 -1.408 0.018 0.291
H -1.264 -1.216 -0.631 0.466
H -0.238 -0.321 3.433 0.619
H -2.613 -0.499 4.067 0.400
C -7.534 1.132 -4.449 -0.311
C -7.401 -0.249 -4.437 -0.645
C -6.820 -0.882 -3.350 -0.289
C -6.381 -0.111 -2.290 -0.075
C -6.498 1.268 -2.287 -0.245
C -7.079 1.891 -3.378 -0.508
N -5.782 -0.776 -1.126 1.040
O -5.668 -1.985 -1.156 -0.630
O -5.430 -0.081 -0.192 -0.587
H -7.994 1.623 -5.296 0.390
H -7.756 -0.837 -5.272 0.429
H -6.718 -1.957 -3.335 0.483
H -6.145 1.851 -1.450 0.466
H -7.183 2.967 -3.395 0.442
C -13.429 0.983 -4.281 -0.468
C -12.434 0.728 -3.347 -0.508
C -11.576 -0.345 -3.522 -0.231
C -11.727 -1.145 -4.639 0.061
C -12.715 -0.910 -5.578 -0.428
C -13.571 0.163 -5.393 -0.429
N -10.801 -2.268 -4.841 1.083
O -9.957 -2.456 -3.990 -0.597
O -10.926 -2.932 -5.849 -0.623
H -14.094 1.825 -4.144 0.400
H -12.325 1.367 -2.482 0.394
H -10.800 -0.548 -2.799 0.499
H -12.819 -1.549 -6.442 0.459
H -14.347 0.362 -6.118 0.395
C 5.998 -0.999 -0.399 -0.646
C 7.236 -0.434 -0.120 -0.175
C 7.308 0.819 0.465 -0.782
C 6.132 1.485 0.764 0.312
C 4.892 0.939 0.488 -0.475
C 4.827 -0.314 -0.098 -0.380
N 6.208 2.802 1.410 1.058
O 7.308 3.260 1.639 -0.619
O 5.165 3.357 1.698 -0.605
H 5.947 -1.982 -0.850 0.443
H 8.148 -0.967 -0.354 0.437
H 8.267 1.263 0.687 0.496
H 3.985 1.474 0.729 0.510
H 3.864 -0.754 -0.314 0.433
C -7.741 2.873 -10.936 -0.426
C -6.806 3.431 -10.074 -0.430
C -7.168 3.766 -8.780 -0.398
C -8.467 3.533 -8.369 0.171
C -9.414 2.985 -9.214 -0.392
C -9.044 2.655 -10.507 -0.423
N -8.849 3.866 -6.989 1.066
O -8.003 4.362 -6.274 -0.595
O -9.986 3.620 -6.642 -0.609
H -7.454 2.608 -11.945 0.376
H -5.793 3.601 -10.410 0.378
H -6.444 4.200 -8.106 0.444
H -10.424 2.814 -8.875 0.472
H -9.771 2.223 -11.180 0.375
C 11.169 -0.397 -5.545 -0.383
C 11.588 0.225 -4.377 -0.492
C 11.139 -0.230 -3.149 -0.361
C 10.276 -1.309 -3.113 0.217
C 9.842 -1.937 -4.265 -0.362
C 10.294 -1.473 -5.489 -0.468
N 9.813 -1.808 -1.812 1.029
O 10.189 -1.223 -0.814 -0.629
O 9.075 -2.770 -1.802 -0.597
H 11.525 -0.041 -6.503 0.377
H 12.268 1.064 -4.423 0.370
H 11.462 0.250 -2.237 0.451
H 9.163 -2.775 -4.215 0.447
H 9.966 -1.954 -6.400 0.371

***

2.
9
Properties=species:S:1:pos:R:3:nbo_charge:R:1 method="wB97M-V/def2-TZVPD" total_energy_ev=-88103.6278 total_charge=0 relative_energy_kcal_mol=26.3 smiles="COS(=O)(=O)Br"
C 1.103 0.553 -0.118 -0.246
O 0.445 -0.526 -0.765 -0.655
S -0.882 -0.902 0.021 2.310
O -1.782 -1.739 -0.647 -0.815
O -0.440 -1.057 1.367 -0.862
Br -2.165 1.390 0.070 -0.336
H 0.420 1.199 0.258 0.208
H 1.646 1.015 -0.802 0.198
H 1.655 0.067 0.616 0.199

***

3.
21
Properties=species:S:1:pos:R:3:nbo_charge:R:1 method="wB97M-V/def2-TZVPD" total_energy_ev=-9505.4440 total_charge=0 relative_energy_kcal_mol=35.9 smiles="C/C=C/CC.O.O"
C 2.345 -1.994 -1.301 -0.644
C 1.410 -1.352 -0.320 -0.192
C 1.256 -1.817 0.916 -0.173
C 0.029 -1.814 1.792 -0.437
C -0.660 -0.409 1.802 -0.623
H 1.836 -2.363 -2.191 0.220
H 2.811 -2.879 -0.844 0.208
H 3.262 -1.479 -1.602 0.215
H 0.734 -0.591 -0.697 0.195
H 1.934 -2.569 1.321 0.183
H -0.704 -2.552 1.471 0.220
H 0.346 -1.958 2.823 0.206
H -1.438 -0.200 1.055 0.207
H 0.110 0.284 1.469 0.205
H -1.120 -0.072 2.727 0.210
O -2.086 3.628 0.050 -0.965
H -2.369 3.705 0.969 0.478
H -1.167 3.439 -0.125 0.487
O -1.949 3.492 -2.950 -0.966
H -2.818 3.126 -3.107 0.485
H -1.762 4.373 -3.256 0.481

***

Number 1: LUMO -0.84 eV, E_HOMO -9.54 eV, Kohn-Sham gap 8.7 eV. Number 2: LUMO -1.94 eV, E_HOMO -10.70 eV, Kohn-Sham gap 8.8 eV. Number 3: LUMO 0.86 eV, E_HOMO -9.08 eV, Kohn-Sham gap 9.9 eV.